Entry from the Open Molecules 2025 dataset: 12 unconnected molecules or ions with the total composition H24O12 (ωB97M-V with the def2-TZVPD basis set).

Geometry as ORCA input:
```
! wB97M-V def2-TZVPD RIJCOSX def2/J DEFGRID3
* xyz 0 1
O 2.082 -1.937 -2.630
H 1.948 -2.695 -3.206
H 1.326 -1.969 -2.010
O -0.418 -2.232 -1.386
H -1.191 -2.714 -1.065
H -0.577 -1.295 -1.155
O -2.912 -1.785 2.004
H -3.101 -1.155 1.283
H -1.971 -1.669 2.195
O -3.379 0.162 -0.030
H -2.753 0.149 -0.787
H -4.026 0.833 -0.264
O 0.099 0.223 -0.202
H 1.068 0.154 -0.266
H -0.109 0.022 0.724
O 0.127 -1.973 1.897
H 0.463 -2.641 1.286
H 0.881 -1.372 2.059
O 0.330 3.820 -0.892
H 0.527 2.931 -1.222
H 0.680 3.837 0.004
O 2.064 -0.231 3.056
H 1.846 0.695 3.224
H 2.384 -0.256 2.130
O -1.736 1.006 -2.139
H -0.917 0.979 -1.603
H -1.889 1.942 -2.314
O -2.227 1.258 3.033
H -1.949 1.344 2.114
H -3.169 1.453 3.015
O 1.889 1.653 -2.318
H 2.088 1.114 -3.096
H 2.746 1.818 -1.911
O 2.928 -0.570 0.357
H 3.417 -1.157 -0.240
H 3.431 0.257 0.356
*
```

HOMO energy ... -9.921 eV
Frontier orbital gap ... 9.3 eV
Structure (SMILES) ... O.O.O.O.O.O.O.O.O.O.O.O

Formally, the Mulliken partial charges of the atoms, in units of the elementary charge, are as follows: -0.643 0.287 0.355 -0.698 0.304 0.343 -0.657 0.364 0.317 -0.656 0.327 0.270 -0.114 0.233 0.101 -0.597 0.324 0.248 -0.636 0.302 0.297 -0.655 0.332 0.376 -0.687 0.317 0.340 -0.603 0.286 0.311 -0.568 0.282 0.287 -0.678 0.269 0.319